Record 1
ORCA calculation (wB97M-V/def2-TZVPD) on a cluster of 9 separate species, C35H62O21S4 in total at a distorted geometry.

Positions of all 122 atoms, in Å:
C  -3.3698  6.5354  -1.6157
C  -3.5745  5.1873  -1.0001
C  -5.0019  4.9594  -0.4967
O  -5.3166  3.7098  -0.9813
C  -4.3684  3.2596  -1.7244
O  -4.4628  2.1553  -2.2913
O  -3.4178  4.1559  -1.8101
H  -3.9522  7.3585  -1.2017
H  -3.6685  6.5366  -2.6640
H  -2.3308  6.8611  -1.5651
H  -2.8866  5.0255  -0.1703
H  -5.6763  5.7590  -0.8034
H  -5.0895  4.7844  0.5756
C  3.7871  0.6517  -4.6181
C  4.4660  0.7085  -3.3310
C  5.0937  1.9926  -2.8807
O  4.3974  2.4245  -1.7329
C  3.5665  1.4759  -1.3727
O  2.9877  1.4391  -0.2956
O  3.4396  0.5367  -2.3804
H  3.9240  -0.3366  -5.0572
H  4.4291  1.2516  -5.2631
H  2.7601  1.0167  -4.6276
H  5.1424  -0.1430  -3.2562
H  5.1889  2.7665  -3.6424
H  6.1151  1.6758  -2.6698
C  -4.4601  -0.3456  2.1370
C  -3.6145  -0.6917  3.3850
C  -4.1372  0.1027  4.5924
O  -4.9679  -0.7569  5.2879
C  -4.7216  -2.0356  4.8182
O  -5.3330  -3.0683  5.1296
O  -3.9511  -2.0326  3.7183
H  -4.1057  0.6289  1.8008
H  -5.5094  -0.2380  2.4119
H  -4.3164  -0.9870  1.2675
H  -2.5330  -0.5709  3.3228
H  -4.6536  1.0306  4.3467
H  -3.4449  0.4254  5.3700
C  0.7933  -2.0488  4.5588
C  1.5174  -1.6144  5.7818
C  3.0134  -1.5782  5.7488
O  3.1535  -0.2570  5.1327
C  2.1889  0.5739  5.6666
O  2.1727  1.7480  5.5622
O  1.2391  -0.2344  6.1059
H  -0.2622  -1.7995  4.6673
H  0.7514  -3.1245  4.3878
H  1.1390  -1.6680  3.5977
H  1.1165  -2.1897  6.6163
H  3.4841  -2.3941  5.2002
H  3.5054  -1.4023  6.7054
O  1.9985  5.4413  4.2884
S  2.5100  4.5795  3.1808
O  3.7740  3.8317  3.3790
C  1.0567  3.4433  2.8000
C  0.5576  3.8572  1.3773
C  1.0386  5.3005  1.0940
C  2.4996  5.3271  1.5941
H  0.2891  3.8604  3.4519
H  1.4220  2.4227  2.9143
H  0.9309  3.1504  0.6363
H  -0.5251  3.7313  1.3870
H  0.5044  6.0039  1.7328
H  0.7981  5.5667  0.0647
H  2.8981  6.3331  1.7255
H  3.1999  4.7039  1.0379
O  0.5636  -2.9895  -7.3649
S  -0.0818  -2.7900  -6.0977
O  -1.5342  -2.5456  -6.0534
C  0.2216  -4.4120  -5.1999
C  0.2169  -3.8998  -3.7207
C  0.7785  -2.4442  -3.4940
C  0.8169  -1.6767  -4.9622
H  1.2378  -4.6420  -5.5200
H  -0.5332  -5.1546  -5.4584
H  -0.7037  -4.1815  -3.2096
H  1.0360  -4.4257  -3.2302
H  1.7605  -2.3932  -3.0235
H  0.1047  -1.7997  -2.9295
H  1.8581  -1.7144  -5.2826
H  0.5189  -0.6306  -5.0321
O  -6.3109  -3.0375  -2.7309
S  -5.7996  -2.3433  -1.5448
O  -6.3796  -1.1312  -0.9562
C  -5.5382  -3.5123  -0.1988
C  -4.0530  -3.6380  -0.1217
C  -3.3469  -3.2813  -1.4469
C  -3.9965  -1.9924  -1.9617
H  -5.6969  -4.4548  -0.7228
H  -6.1619  -3.3282  0.6760
H  -3.6694  -2.9862  0.6632
H  -3.7971  -4.6182  0.2805
H  -3.5601  -3.9491  -2.2816
H  -2.2666  -3.4193  -1.4013
H  -3.9813  -1.6028  -2.9796
H  -3.8015  -1.1679  -1.2761
O  6.8439  -3.1965  1.1075
S  6.2046  -1.8806  0.7223
O  6.6905  -0.5576  1.2769
C  5.9760  -1.9044  -1.0976
C  4.6995  -2.8615  -1.3335
C  3.6882  -2.5801  -0.3378
C  4.3466  -2.0638  0.9655
H  6.9827  -2.2820  -1.2769
H  5.7415  -0.8887  -1.4158
H  4.2999  -2.7595  -2.3425
H  5.1761  -3.8248  -1.1516
H  2.9415  -3.3652  -0.2183
H  3.1103  -1.7803  -0.8009
H  4.0987  -2.6513  1.8495
H  4.0489  -1.0537  1.2466
C  0.3304  -0.9635  0.2320
C  -1.0349  -0.3530  0.1341
C  -1.2320  0.8163  -0.7638
O  -1.9243  -0.6189  0.8611
H  0.5748  -1.2516  -0.7904
H  0.1528  -1.7607  0.9539
H  0.9875  -0.2408  0.7158
H  -0.5835  0.7515  -1.6375
H  -0.9587  1.7681  -0.3082
H  -2.2607  0.8917  -1.1162

HOMO energy: -9.903 eV
Orbital gap: 0.3537 Eh
E_tot: -4543.41079 Ha
Max |F|: 5.887 eV Å⁻¹
Total charge: 0

=====

Record 2
ORCA calculation (wB97M-V/def2-TZVPD) on an isolated molecule of C3H5NO2 at a distorted geometry.

Positions of all 11 atoms, in Å:
C  -0.0780  1.1553  0.0371
N  -1.2956  0.9711  -0.1650
O  -1.5726  -0.3500  -0.5604
C  -0.6235  -1.1245  0.1912
O  0.6959  -0.9879  -0.4073
C  1.1242  0.2788  -0.2695
H  0.0829  2.2126  0.2773
H  -1.1708  -2.1163  0.2092
H  -0.5386  -1.0535  1.3622
H  1.9429  0.3631  0.4668
H  1.4332  0.6512  -1.1415

HOMO energy: -9.840 eV
Orbital gap: 0.3951 Eh
E_tot: -322.41191 Ha
Max |F|: 4.536 eV Å⁻¹
Total charge: 0

=====

Record 3
ORCA calculation (wB97M-V/def2-TZVPD) on a cluster of 9 separate species, C24H39N8O5P in total at a distorted geometry.

Positions of all 77 atoms, in Å:
C  2.6113  0.4384  1.3993
C  1.9693  0.4043  -0.0123
O  2.5282  -0.6718  -0.7675
C  0.4429  0.4099  -0.0195
O  -0.1290  -0.8336  0.3875
C  -1.3183  -1.1191  -0.2569
O  -1.3739  -2.5641  -0.1881
C  -1.7857  -2.7872  1.1327
O  -1.5692  -3.7706  1.6766
O  -2.4449  -1.6862  1.6457
C  -2.6425  -0.8787  0.4787
P  -3.3005  0.8543  0.6489
C  -3.1299  1.5857  -1.0652
C  -5.1361  0.8189  1.0758
H  3.6201  0.8830  1.2806
H  2.0749  1.0798  2.1182
H  2.7663  -0.5569  1.8415
H  2.2930  1.3381  -0.5180
H  3.3831  -0.3409  -1.0724
H  0.0777  1.2713  0.5775
H  0.0909  0.6158  -1.0530
H  -1.4323  -0.8314  -1.3158
H  -3.3763  -1.4195  -0.1603
H  -3.7305  2.5106  -1.0286
H  -2.0976  1.8949  -1.2731
H  -3.5680  0.9375  -1.8440
H  -5.6094  -0.0458  0.5759
H  -5.6566  1.7087  0.6905
H  -5.2811  0.6971  2.1596
C  -6.6370  1.0952  -4.1606
C  -6.4548  0.4895  -2.8284
N  -6.3141  0.0219  -1.7999
H  -6.5923  2.1792  -4.0831
H  -5.8522  0.7541  -4.8320
H  -7.5976  0.8072  -4.5651
C  4.8506  -3.8642  -1.2081
C  5.2632  -2.4539  -1.2396
N  5.5757  -1.3601  -1.2641
H  5.7193  -4.4997  -1.0378
H  4.1312  -4.0201  -0.4054
H  4.3891  -4.1370  -2.1553
C  -0.4864  4.2877  2.5035
C  -0.9892  4.1578  1.1286
N  -1.3866  4.0569  0.0668
H  0.1140  5.1906  2.5962
H  -1.3230  4.3426  3.1977
H  0.1290  3.4260  2.7562
C  -4.4939  2.8675  4.5214
C  -3.5158  3.8884  4.9286
N  -2.7548  4.6741  5.2433
H  -4.3145  1.9450  5.0711
H  -5.5028  3.2184  4.7319
H  -4.3981  2.6710  3.4539
C  6.1363  -3.7212  2.3922
C  7.0002  -4.6990  1.7107
N  7.6681  -5.4544  1.1837
H  6.7467  -3.0354  2.9767
H  5.5682  -3.1533  1.6568
H  5.4455  -4.2388  3.0556
C  5.3592  3.5965  2.2781
C  4.0622  4.2490  2.5172
N  3.0608  4.7559  2.7022
H  5.2222  2.5190  2.2063
H  5.7913  3.9638  1.3489
H  6.0393  3.8159  3.0991
C  9.6861  -6.6895  -1.0716
C  11.1442  -6.8184  -1.2289
N  12.2713  -6.9181  -1.3500
H  9.2612  -7.6441  -0.7670
H  9.4587  -5.9443  -0.3148
H  9.2388  -6.3856  -2.0169
C  -10.3244  2.0432  -6.2944
C  -8.8644  1.9750  -6.4657
N  -7.7353  1.9222  -6.5975
H  -10.7066  1.0697  -5.9917
H  -10.5723  2.7774  -5.5297
H  -10.7923  2.3339  -7.2332

HOMO energy: -7.985 eV
Orbital gap: 0.3032 Eh
E_tot: -2093.37997 Ha
Max |F|: 4.032 eV Å⁻¹
Total charge: 0

=====

Record 4
ORCA calculation (wB97M-V/def2-TZVPD) on a structure of composition C8H3Br4Cl3NO2SiTa.

Positions of all 23 atoms, in Å:
Ta  -0.2859  -0.9452  -1.0866
Br  0.4150  5.7451  0.7300
C  0.2177  3.9656  1.2604
C  0.2729  3.6097  2.6146
Br  0.5389  4.9117  3.9219
C  0.1402  2.2695  2.9999
Br  0.2340  1.7208  4.7836
C  -0.0570  1.3061  2.0259
O  -0.1373  -0.0185  2.4179
C  -0.1298  1.6644  0.6906
O  -0.3790  0.6739  -0.2209
C  0.0104  2.9818  0.2925
Br  -0.0793  3.3600  -1.5396
C  0.0320  -4.1630  -4.6420
C  -0.0611  -3.2161  -3.5571
N  -0.1373  -2.4565  -2.6952
H  -0.3566  -5.1281  -4.3129
H  1.0783  -4.2672  -4.9352
H  -0.5523  -3.7971  -5.4880
Cl  -1.7722  -1.9943  0.6488
Si  -0.1951  -1.5346  2.0088
Cl  1.3553  -1.8960  0.5701
Cl  -0.1517  -2.7919  3.5124

HOMO energy (spin up / spin down): -14.353 / -14.356 eV
Orbital gap (spin up / spin down): 0.2246 / 0.2260 Eh
E_tot: -12534.55645 Ha
Max |F|: 0.666 eV Å⁻¹
Total charge: +2

=====

Record 5
ORCA calculation (wB97M-V/def2-TZVPD) on a structure of composition C14H9BCl4F3O2 at a distorted geometry.

Positions of all 33 atoms, in Å:
Cl  2.9901  2.0827  1.2857
B  2.5631  0.2839  1.6425
Cl  2.8594  -0.6695  0.0215
Cl  3.6129  -0.4067  3.0225
O  1.1429  0.1824  2.0431
C  0.2944  -0.7448  1.6728
C  -1.1374  -0.3408  1.5200
C  -2.1101  -1.3363  1.4210
C  -3.4524  -0.9894  1.3007
C  -3.7961  0.3743  1.2149
Cl  -5.4440  0.8104  0.9788
C  -2.8135  1.3813  1.2511
C  -1.4721  1.0162  1.4158
H  0.6206  -1.4854  0.9424
H  -1.7919  -2.3718  1.5104
H  -4.2234  -1.7542  1.2361
H  -3.0972  2.4279  1.1253
H  -0.6999  1.7772  1.5191
F  0.3148  -5.8622  4.7873
C  0.3450  -4.6931  4.0551
F  1.6247  -4.5692  3.5839
F  -0.4825  -4.8940  2.9779
C  -0.0847  -3.4886  4.8605
C  -0.1070  -2.1518  4.2737
O  0.2594  -1.9663  3.0511
C  -0.5632  -1.1228  5.1543
C  -0.9703  -1.3891  6.4594
C  -0.9158  -2.6806  6.9820
C  -0.4634  -3.7102  6.1652
H  -0.5728  -0.1022  4.7695
H  -1.3337  -0.5776  7.0962
H  -1.2193  -2.9048  8.0060
H  -0.4238  -4.7041  6.5865

HOMO energy: -5.295 eV
Orbital gap: 0.2863 Eh
E_tot: -2854.85324 Ha
Max |F|: 1.826 eV Å⁻¹
Total charge: -1

=====

Record 6
ORCA calculation (wB97M-V/def2-TZVPD) on a structure of composition C3H2ClNO6S at a distorted geometry.

Positions of all 14 atoms, in Å:
C  1.1228  -2.0606  -1.3266
C  -2.3221  -0.1171  0.7213
C  -0.9766  -0.4139  1.0106
N  1.7907  -1.2783  -0.7704
O  -2.3514  1.0790  -0.0109
O  0.1317  1.7908  0.0320
O  0.4714  -2.7272  -2.0098
O  -3.3749  -0.7460  0.8889
O  1.6190  0.1752  1.2266
O  -0.0171  1.5814  2.4642
S  0.1965  0.8484  1.2354
Cl  -0.7997  -1.7107  2.1980
H  -1.5197  1.4739  -0.3434
H  1.5907  -0.5539  0.2833

HOMO energy: -0.608 eV
Orbital gap: 0.2428 Eh
E_tot: -1480.14194 Ha
Max |F|: 4.397 eV Å⁻¹
Total charge: -2